{
  "formula": "C19H27Br4F2N3O6",
  "method": "wB97M-V/def2-TZVPD",
  "symbols": ["Br", "Br", "Br", "Br", "F", "F", "O", "O", "O", "O", "O", "O", "N", "N", "N", "C", "C", "C", "C", "C", "C", "C", "C", "C", "C", "C", "C", "C", "C", "C", "C", "C", "C", "C", "H", "H", "H", "H", "H", "H", "H", "H", "H", "H", "H", "H", "H", "H", "H", "H", "H", "H", "H", "H", "H", "H", "H", "H", "H", "H", "H"],
  "xyz": [[0.261, -1.793, -3.441], [1.441, 4.752, 0.708], [1.677, -5.647, -1.208], [5.791, 4.002, -1.011], [-0.620, 2.899, 2.621], [5.379, -5.463, 2.593], [-2.378, -2.083, 3.182], [-1.216, -3.185, 1.605], [-1.988, 1.164, -3.382], [1.617, 1.560, -1.966], [1.270, -0.097, -0.544], [-2.914, -0.342, -2.154], [-2.076, -2.350, 2.009], [-2.840, 0.307, -3.183], [0.993, 1.005, -1.061], [4.429, -4.599, 2.347], [-4.386, 3.820, 1.136], [-2.896, 2.245, 2.178], [-2.067, 4.451, 1.552], [0.448, -3.148, -2.023], [-0.351, 1.564, -0.678], [4.829, -3.289, 1.942], [-3.336, 4.807, 1.085], [-2.845, -1.597, 0.922], [-4.190, 2.509, 1.696], [2.475, -2.703, 1.647], [3.141, -4.983, 2.374], [3.730, 3.993, -0.775], [-3.785, 0.038, -4.251], [2.166, -4.048, 1.917], [-1.833, 3.193, 2.135], [3.832, -2.316, 1.607], [1.031, -4.410, -2.678], [3.326, 4.976, 0.338], [3.468, 2.954, -0.573], [3.263, 4.271, -1.720], [-0.513, -3.375, -1.563], [1.774, -1.947, 1.326], [-3.599, 5.744, 0.617], [4.258, -1.364, 1.326], [-5.323, 4.095, 0.675], [-5.047, 1.857, 1.774], [-4.264, -0.922, -4.057], [1.122, -4.302, 1.806], [3.671, 4.540, 1.276], [-3.434, -0.037, -5.280], [-0.704, 2.030, -1.598], [-2.705, 1.409, 2.834], [1.878, -4.152, -3.313], [-3.664, -2.160, 0.476], [-1.305, 5.211, 1.465], [3.723, 5.986, 0.239], [5.859, -2.970, 1.882], [1.058, -2.760, -1.207], [-1.994, -1.504, 0.248], [-0.905, 0.731, -0.246], [-3.274, -0.676, 1.317], [0.386, -5.074, -3.255], [-0.150, 2.354, 0.045], [-4.526, 0.837, -4.266], [2.833, -6.007, 2.532]],
  "gap_ev": [2.5, 6.1],
  "relative_energy_ev": 0.100,
  "molar_mass_g_mol": 751.05,
  "energy_ev": -322491.6038,
  "multiplicity": 2,
  "lumo_energy_ev": [1.83, 1.86],
  "total_charge": -1,
  "e_homo_ev": [-0.71, -4.26]
}



{
  "formula": "C7H12O3",
  "method": "wB97M-V/def2-TZVPD",
  "symbols": ["O", "O", "O", "C", "C", "C", "C", "C", "C", "C", "H", "H", "H", "H", "H", "H", "H", "H", "H", "H", "H", "H"],
  "xyz": [[-3.708, 1.820, -0.211], [0.889, 0.767, -0.126], [-0.026, -1.204, -1.155], [-2.295, 0.209, -2.016], [-1.289, 0.097, -0.870], [-0.310, 1.247, -0.655], [-1.903, -0.976, 1.473], [-2.253, -0.236, 0.220], [-3.242, -0.467, -1.046], [-3.577, 0.462, 0.059], [-0.781, 1.996, 0.003], [-3.779, -1.396, -1.239], [-0.167, 1.714, -1.652], [-2.599, 1.205, -2.356], [-0.813, -1.041, 1.587], [0.970, -0.404, -0.496], [-1.982, -0.405, -2.866], [-4.321, 0.075, 0.763], [-2.384, -1.964, 1.464], [-4.335, 2.205, 0.409], [-0.486, -2.033, -0.998], [-2.283, -0.435, 2.352]],
  "gap_ev": 9.1,
  "relative_energy_ev": 4.627,
  "molar_mass_g_mol": 144.17,
  "energy_ev": -13591.4474,
  "lumo_energy_ev": 0.47,
  "e_homo_ev": -8.64
}



{
  "formula": "C33H48N2NaO5",
  "method": "wB97M-V/def2-TZVPD",
  "symbols": ["Na", "O", "O", "O", "O", "O", "N", "N", "C", "C", "C", "C", "C", "C", "C", "C", "C", "C", "C", "C", "C", "C", "C", "C", "C", "C", "C", "C", "C", "C", "C", "C", "C", "C", "C", "C", "C", "C", "C", "C", "C", "H", "H", "H", "H", "H", "H", "H", "H", "H", "H", "H", "H", "H", "H", "H", "H", "H", "H", "H", "H", "H", "H", "H", "H", "H", "H", "H", "H", "H", "H", "H", "H", "H", "H", "H", "H", "H", "H", "H", "H", "H", "H", "H", "H", "H", "H", "H", "H"],
  "xyz": [[-6.410, -3.147, -1.071], [2.150, 4.880, -0.888], [3.511, 0.119, 4.062], [3.395, -1.864, 5.442], [7.873, -1.847, -3.339], [8.546, -0.320, 1.391], [8.522, -0.980, -0.965], [-6.376, 2.387, 0.745], [1.559, -1.460, -2.418], [1.953, 0.153, -2.256], [1.593, 2.699, 0.244], [3.520, 0.715, 0.157], [-7.132, 1.937, 3.278], [6.239, -0.075, -0.045], [-0.120, -3.369, -1.677], [5.333, 1.063, 2.422], [-7.020, 3.555, 3.016], [-2.393, -3.192, -0.108], [-5.002, -1.309, -2.608], [7.594, -1.246, -2.159], [-3.494, -1.573, -1.936], [-0.842, -3.705, -0.244], [-6.567, 3.730, 1.421], [-6.726, 1.358, 1.797], [-5.219, 0.346, -2.498], [2.808, -1.151, 4.441], [4.768, -0.197, 3.363], [-3.236, -3.135, -1.512], [6.185, -0.632, -1.588], [1.463, 5.042, -2.198], [2.212, 1.346, 0.950], [3.394, 0.155, -1.407], [-0.033, -1.763, -2.044], [7.811, -0.409, 0.279], [2.622, 3.464, -0.781], [5.035, 0.585, 0.854], [-5.923, 2.258, -0.698], [1.409, -1.660, 3.696], [-5.763, 0.622, -0.976], [0.132, -1.778, 4.725], [4.689, -0.490, -2.245], [-6.414, 4.785, 0.908], [0.596, 2.494, -0.379], [4.844, 2.091, 2.696], [-0.811, -4.872, -0.087], [-6.865, 0.185, -0.878], [1.114, 0.782, -1.735], [-7.221, 4.416, 3.808], [-5.893, 0.772, -3.354], [9.176, -0.293, -1.418], [1.006, 6.112, -2.360], [2.562, 2.958, -1.845], [0.971, -3.850, -1.618], [-5.056, 0.218, -0.126], [-4.894, 2.819, -0.856], [-4.304, -3.612, -1.275], [-4.994, -1.690, -3.720], [-7.410, 1.318, 4.243], [2.213, 4.841, -3.083], [-2.792, -3.772, -2.388], [-2.394, -2.187, 0.510], [-2.729, -1.138, -2.708], [2.165, 0.528, -3.369], [4.536, -1.128, 2.653], [4.534, -0.871, -3.361], [3.711, 3.519, -0.349], [1.882, -1.899, -3.457], [1.302, 0.576, 1.024], [-6.712, 2.642, -1.487], [0.302, -2.551, 5.609], [1.164, -0.855, 2.849], [-4.115, 0.791, -2.578], [-0.204, -0.735, 5.183], [2.197, -2.048, -1.604], [-0.432, -1.062, -1.195], [-3.382, -0.907, -0.955], [-0.802, -2.196, 4.116], [2.547, 1.620, 2.048], [1.267, 3.469, 1.095], [-2.944, -3.988, 0.591], [-5.837, -1.847, -1.977], [6.514, 1.045, 2.563], [-0.628, -3.896, -2.614], [-6.720, 0.199, 1.613], [0.580, 4.272, -2.243], [5.591, -0.581, 4.122], [-0.191, -3.249, 0.646], [-0.625, -1.604, -3.068], [1.536, -2.730, 3.188]],
  "gap_ev": 5.2,
  "molar_mass_g_mol": 575.75,
  "energy_ev": -52600.4813,
  "lumo_energy_ev": -4.74,
  "total_charge": 1,
  "e_homo_ev": -9.92
}



{
  "formula": "C56H75CsN12P",
  "method": "wB97M-V/def2-TZVPD",
  "symbols": ["Cs", "P", "N", "N", "N", "N", "N", "N", "N", "N", "N", "N", "N", "N", "C", "C", "C", "C", "C", "C", "C", "C", "C", "C", "C", "C", "C", "C", "C", "C", "C", "C", "C", "C", "C", "C", "C", "C", "C", "C", "C", "C", "C", "C", "C", "C", "C", "C", "C", "C", "C", "C", "C", "C", "C", "C", "C", "C", "C", "C", "C", "C", "C", "C", "C", "C", "C", "C", "C", "C", "H", "H", "H", "H", "H", "H", "H", "H", "H", "H", "H", "H", "H", "H", "H", "H", "H", "H", "H", "H", "H", "H", "H", "H", "H", "H", "H", "H", "H", "H", "H", "H", "H", "H", "H", "H", "H", "H", "H", "H", "H", "H", "H", "H", "H", "H", "H", "H", "H", "H", "H", "H", "H", "H", "H", "H", "H", "H", "H", "H", "H", "H", "H", "H", "H", "H", "H", "H", "H", "H", "H", "H", "H", "H", "H"],
  "xyz": [[-0.740, 1.057, 0.480], [1.023, -2.165, -0.090], [-2.673, -0.935, -2.771], [2.914, 4.461, -2.978], [2.363, 2.231, 1.204], [-3.126, 0.097, -0.776], [-4.677, 4.023, -1.486], [8.811, 4.105, 3.438], [-4.698, -1.424, -1.756], [-2.874, 2.809, -0.518], [1.484, -0.691, 4.783], [2.007, 2.232, -1.562], [-2.515, 4.195, -2.315], [0.562, 1.437, 3.234], [-5.899, -0.952, -1.103], [-5.743, 3.181, -0.993], [-3.506, -0.731, -1.695], [4.042, 2.252, 2.914], [7.042, 2.496, 3.296], [1.756, 2.396, -2.855], [2.302, 0.040, 4.038], [1.173, -4.183, 2.033], [0.145, -5.391, -3.297], [-3.474, 2.629, 0.737], [-2.908, 4.248, -3.712], [-4.269, -1.177, 2.520], [3.821, -3.065, 0.079], [3.192, 4.284, -1.693], [6.771, 4.641, 2.303], [-1.340, -0.374, -2.752], [4.452, 3.339, 0.843], [2.217, 3.496, -3.564], [0.202, -0.347, 4.760], [4.685, -0.211, -0.408], [1.598, -3.450, -2.517], [-1.094, 4.038, -2.109], [-3.652, 3.732, 1.541], [-4.196, 1.232, 2.621], [-3.201, -1.137, -4.110], [2.790, 1.905, 2.426], [0.802, -3.617, -1.219], [5.213, -2.674, -0.429], [-1.230, -3.405, 3.199], [-3.360, 3.641, -1.376], [-3.760, 1.314, 1.270], [8.305, 2.903, 3.696], [2.849, -1.860, 0.088], [-0.927, -4.364, -2.963], [-0.906, -2.740, 1.868], [-4.448, -0.027, 3.223], [-5.054, 5.395, -1.764], [-4.118, 3.630, 2.861], [0.605, -2.807, 1.602], [4.899, 2.997, 2.112], [-4.713, -2.834, -2.100], [-4.380, 2.406, 3.394], [2.769, 3.161, -0.983], [1.852, 1.113, 3.270], [1.522, -4.717, -3.378], [-0.995, -4.920, 3.108], [-0.259, 0.705, 3.980], [6.248, 3.383, 2.578], [3.335, -0.768, -0.870], [-3.853, -1.121, 1.179], [3.191, 2.927, 0.427], [-0.701, -3.792, -1.558], [0.094, -5.259, 2.084], [8.046, 4.950, 2.755], [-3.629, 0.073, 0.530], [5.614, -1.316, 0.130], [3.916, -3.457, 1.093], [2.641, -3.215, -2.314], [-0.903, -3.558, -3.705], [0.146, -6.157, -2.516], [-4.727, 2.304, 4.414], [-1.315, 0.955, 3.950], [-4.782, -0.049, 4.253], [4.513, 0.536, 0.374], [2.602, 0.039, -0.926], [-6.084, -1.458, -0.151], [1.624, -4.089, 3.026], [1.755, -4.462, -4.415], [0.540, -6.229, 2.313], [1.163, 1.632, -3.347], [-1.337, 0.646, -3.160], [1.200, -2.590, -3.067], [5.935, -3.444, -0.151], [-0.484, -0.925, 5.368], [6.196, 5.387, 1.770], [-2.957, -0.276, -4.739], [-2.484, 3.402, -4.266], [-1.466, -3.241, 1.073], [3.348, -0.244, 4.027], [3.745, 5.073, -1.199], [-5.464, -3.044, -2.866], [5.163, 0.316, -1.237], [5.219, -2.634, -1.522], [-6.749, -1.132, -1.765], [-0.081, -5.909, -4.230], [-0.718, -5.307, 4.090], [-4.180, 5.979, -2.034], [-4.282, -1.241, -4.079], [-1.251, -1.702, 1.836], [-2.552, 5.171, -4.173], [6.704, 1.494, 3.524], [-0.679, -0.996, -3.358], [-4.251, 4.527, 3.451], [-6.078, 3.466, 0.010], [6.654, -1.087, -0.105], [-6.593, 3.251, -1.677], [-2.256, -3.194, 3.506], [2.294, -5.419, -3.054], [-0.845, 4.208, -1.064], [-2.773, -2.030, -4.571], [-0.746, 3.038, -2.394], [-1.923, -5.427, 2.831], [-5.776, 5.442, -2.583], [2.002, 3.603, -4.621], [-0.946, -0.348, -1.739], [1.163, -4.529, -0.728], [-3.739, -3.143, -2.469], [-5.514, 5.845, -0.878], [-3.691, -2.042, 0.632], [-3.402, 4.704, 1.133], [5.106, 3.861, 0.159], [3.423, -1.172, -1.881], [2.884, -1.405, 1.090], [8.467, 5.929, 2.558], [1.977, -4.502, 1.373], [-0.568, 4.775, -2.719], [-5.828, 0.116, -0.914], [-5.405, 2.148, -0.964], [8.943, 2.223, 4.249], [5.552, -1.358, 1.222], [-4.449, -2.140, 2.982], [4.328, 1.981, 3.922], [3.427, -3.884, -0.526], [-1.160, -4.460, -0.826], [-1.222, -2.833, -1.469], [-3.989, 4.206, -3.803], [-0.581, -2.977, 3.969], [1.059, -2.046, 2.253], [-0.350, -5.365, 1.090], [-1.924, -4.806, -3.026], [-4.955, -3.433, -1.214]],
  "gap_ev": 7.1,
  "relative_energy_ev": 0.045,
  "molar_mass_g_mol": 1080.18,
  "energy_ev": -87004.5880,
  "lumo_energy_ev": -2.42,
  "total_charge": 1,
  "e_homo_ev": -9.53
}